Density functional theory data (ωB97M-V/def2-TZVPD) for C5H6N2O3S3 as an isolated structure at a distorted geometry.

```
19
Properties=species:S:1:pos:R:3:forces:R:3:mulliken_charge:R:1
C 2.600060 -1.183526 1.494332 -1.153 4.538 -2.349 -0.652
C 1.267524 -0.879746 1.789493 -1.010 -0.132 1.151 -0.291
C 3.179324 -0.279372 0.631501 -4.775 1.136 0.576 -0.442
C 0.817743 0.221469 1.082455 0.102 -0.799 0.842 0.061
C -2.181926 0.305116 -1.578773 1.717 -0.187 -0.250 0.456
N -2.463629 1.617214 -1.580721 -0.823 1.053 -0.499 -0.290
N -0.860361 -0.041519 -0.916621 -1.927 1.544 1.887 -0.071
O -2.710439 -0.512782 -2.275862 -0.090 -0.184 0.005 -0.545
O -1.741910 -0.085866 1.588251 1.397 0.244 -1.090 -0.638
O -0.996512 2.014373 0.580695 0.434 0.729 -0.040 -0.732
S 1.985654 0.947657 0.115043 1.891 -1.121 0.149 -0.063
S -0.528551 -1.696013 -0.827017 0.024 -1.141 -0.696 -0.107
S -0.806433 0.607880 0.713249 -1.799 -0.926 0.522 1.222
H 3.163114 -1.926805 1.782328 2.418 -4.034 2.055 0.568
H 0.694672 -1.413774 2.595397 0.299 0.533 -1.372 0.397
H 4.077241 -0.192474 0.182186 2.986 -0.084 -1.013 0.533
H -2.313407 2.322477 -0.864216 0.459 -0.773 -0.227 0.236
H -2.999285 1.891052 -2.390997 -0.315 -0.070 0.325 0.207
H -0.182879 -1.715363 -2.120723 0.165 -0.325 0.026 0.152
```
Forces are in eV/Å.

Output
HOMO-LUMO gap	0.32976	Eh
DFT total energy	-46908.63202	eV
charge	0
highest occupied orbital energy	-9.2	eV
LUMO energy	-0.24	eV

=====

Density functional theory data (ωB97M-V/def2-TZVPD) for C6H14O3Sm as an isolated structure at a distorted geometry.

```
24
Properties=species:S:1:pos:R:3:forces:R:3:mulliken_spin:R:1
H 0.034888 -0.917960 -0.838306 -0.120 -0.240 0.348 -0.002
C 1.229575 1.224983 -4.406994 1.199 -2.366 -1.338 -0.001
O 2.009756 0.756181 -5.451462 -0.762 -0.012 0.440 0.000
C 3.333793 1.192006 -5.197586 0.416 0.055 -0.272 0.002
C 3.559401 0.824813 -3.740370 0.277 -1.389 -0.219 -0.001
O 2.215928 0.820048 -3.189282 -1.891 2.880 -0.075 -0.003
C 0.665706 -1.792647 -0.615473 0.041 -0.946 -0.498 0.005
C 2.105095 -1.364175 -0.534086 0.469 0.536 -3.326 -0.004
O 2.137810 -0.084192 0.064779 -0.209 2.167 0.282 -0.004
C 2.978908 0.048620 1.218373 0.259 -0.126 0.043 0.001
H 0.878516 2.228536 -4.702689 0.873 0.698 1.456 0.000
H 0.338439 0.601935 -4.265319 0.370 -0.179 0.061 0.002
H 3.424581 2.279362 -5.349565 0.016 -0.232 -0.032 0.000
H 4.015487 0.651214 -5.861524 -0.245 0.241 0.033 -0.001
H 4.328099 1.442306 -3.265689 -0.637 0.425 0.315 -0.001
H 3.857626 -0.215959 -3.574531 0.245 0.167 -0.498 -0.001
H 0.559242 -2.454671 -1.484966 -0.114 -0.032 0.318 0.000
H 2.483281 -1.109458 -1.693830 -0.442 -1.467 3.066 -0.001
H 2.717865 -2.048188 0.068889 0.110 0.110 -0.755 0.000
H 0.363809 -2.358755 0.280593 -0.258 0.588 -0.327 0.000
H 2.731542 1.006043 1.686282 0.026 -0.253 0.187 0.000
H 2.766733 -0.800093 1.879274 0.194 0.435 0.129 -0.001
H 4.029724 0.058709 0.906191 -0.133 -0.129 0.202 -0.001
Sm 1.346177 1.947983 -1.252638 0.317 -0.930 0.459 6.009
```
Forces are in eV/Å.

Output
HOMO-LUMO gap (spin up / spin down)	0.31413 / 0.33209	Eh
expectation value of S²	12.007
DFT total energy	-30477.03345	eV
charge	+2
highest occupied orbital energy (spin up / spin down)	-17.2 / -17.6	eV
LUMO energy (spin up / spin down)	-8.68 / -8.54	eV
multiplicity	7

=====

Density functional theory data (ωB97M-V/def2-TZVPD) for C36H64GaN5O2PS3Si as an isolated structure.

```
113
Properties=species:S:1:pos:R:3:forces:R:3:mulliken_charge:R:1
Ga 0.415284 0.060742 0.084939 0.571 -0.200 0.125 0.929
O 0.156521 -1.564458 1.581761 0.121 0.225 -0.247 -0.563
S 0.332962 -2.484012 2.790191 0.589 0.646 0.185 0.159
C 2.132294 -2.771841 2.887759 -0.293 -0.004 0.000 -0.917
C 2.922327 -1.479915 2.965975 0.074 0.069 0.075 0.456
C 4.358482 -1.641775 2.460946 -0.165 -0.038 0.020 -1.127
C 4.478393 -1.611494 0.945293 -0.013 0.144 0.050 -0.922
S 4.016928 -0.046878 0.105345 -0.036 -0.108 0.444 -0.085
O 2.481800 -0.018439 0.094382 -0.305 -0.103 0.111 0.010
C 4.603788 1.114900 1.336442 0.048 -0.018 -0.297 0.205
C 3.819141 1.637247 2.349174 -0.143 -0.091 0.055 0.466
C 4.409984 2.454703 3.299826 0.025 -0.018 0.011 -1.140
C 5.763274 2.758930 3.221727 -0.053 0.003 -0.017 -0.587
C 6.533226 2.261025 2.178631 0.047 0.017 0.064 -0.848
C 5.954506 1.432441 1.230484 0.016 -0.092 -0.162 -0.450
C 0.167390 -1.382946 4.205785 -0.215 -0.201 -0.070 0.628
C 0.027833 -0.019428 4.006596 0.047 0.026 -0.168 -0.026
C -0.114947 0.819988 5.101393 0.005 -0.049 0.037 -1.036
C -0.130340 0.286219 6.383200 -0.018 0.057 -0.016 -0.529
C -0.012228 -1.084412 6.572116 0.040 -0.008 0.023 -0.702
C 0.133600 -1.929447 5.481854 0.059 -0.099 -0.018 -0.776
H 2.358782 -3.347537 1.988088 -0.063 -0.095 0.027 0.527
H 2.284537 -3.404955 3.763641 -0.001 -0.107 -0.055 0.611
H 2.938302 -1.125268 3.996330 -0.028 0.011 -0.006 0.469
H 2.416968 -0.725177 2.367159 -0.016 0.055 0.073 -0.692
H 4.765037 -2.596626 2.804890 0.079 0.024 -0.020 0.509
H 4.982673 -0.863806 2.899002 0.048 -0.028 -0.023 0.394
H 3.843185 -2.356918 0.461938 0.072 0.006 -0.125 0.503
H 5.512735 -1.783656 0.641140 -0.030 -0.018 -0.110 0.609
H 2.760934 1.428291 2.392107 0.007 -0.012 0.000 0.623
H 3.809128 2.849930 4.107543 -0.002 0.050 -0.021 0.506
H 6.215933 3.391063 3.973485 0.012 0.017 -0.016 0.435
H 7.582139 2.513988 2.107927 0.009 -0.026 -0.007 0.481
H 6.548966 1.022255 0.420480 0.034 0.052 0.007 0.517
H 0.041737 0.385325 3.002140 -0.019 0.020 0.020 0.419
H -0.211137 1.886805 4.949141 -0.001 0.005 0.025 0.523
H -0.239436 0.940874 7.237161 -0.008 -0.013 0.011 0.441
H -0.033020 -1.496796 7.571501 0.005 -0.014 -0.002 0.439
H 0.232937 -2.998057 5.634624 -0.044 -0.015 -0.002 0.503
C -5.921059 -1.718562 0.493383 -0.144 -0.130 -0.116 -0.819
N -5.108430 -0.879028 1.494111 -0.124 0.021 0.132 0.119
C -5.100157 -1.632833 2.833946 0.001 -0.122 0.194 -0.841
N -4.596063 -2.941605 2.661658 -0.063 -0.127 0.245 0.237
C -5.424863 -3.686066 1.718039 0.030 0.144 -0.024 -0.930
N -5.413216 -3.034716 0.413372 -0.194 -0.202 -0.132 0.210
C -4.113932 -3.125629 -0.241667 0.196 0.150 0.033 -0.897
P -2.735461 -2.241602 0.680078 -0.850 -0.022 0.103 0.499
C -3.716626 -0.655953 1.010314 0.546 -0.184 -0.240 -0.223
C -3.172106 -2.989682 2.353431 0.181 0.030 -0.233 -1.105
H -5.879458 -1.213285 -0.472113 0.060 0.046 0.044 0.379
H -6.950491 -1.727844 0.853869 0.041 0.075 0.079 0.353
H -5.580412 0.016435 1.630875 0.031 0.013 -0.029 0.382
H -6.132037 -1.670027 3.184938 -0.013 0.098 -0.072 0.366
H -4.491892 -1.057763 3.532677 -0.004 0.060 -0.072 0.377
H -6.447624 -3.715465 2.096860 0.006 -0.014 -0.013 0.337
H -5.063454 -4.707803 1.621003 0.046 0.024 0.013 0.368
H -4.196583 -2.736620 -1.259375 0.048 0.003 0.020 0.353
H -3.839998 -4.179226 -0.324151 0.018 0.016 -0.049 0.517
H -3.753663 -0.067990 0.093528 -0.124 0.038 0.062 -0.383
H -3.170536 -0.073614 1.756044 -0.108 0.027 0.044 0.727
H -2.620494 -2.456869 3.133028 0.000 -0.053 0.020 0.596
H -2.850025 -4.032173 2.370630 0.064 0.027 0.015 0.400
C -3.579484 -0.226138 -3.043458 0.074 0.066 -0.083 -1.693
C -2.186044 -0.229092 -3.688879 0.106 0.111 0.474 2.565
C -2.368140 -0.211931 -5.218812 0.177 0.272 -0.063 -1.817
C -1.502909 -1.537943 -3.254772 0.149 0.075 -0.010 -1.547
Si -1.140996 1.317785 -3.219417 -0.264 0.135 -0.591 -1.072
C 0.618194 1.455570 -3.973640 -0.090 -0.223 0.311 2.939
C 0.496007 2.304528 -5.254290 -0.421 0.036 0.023 -1.831
C 1.194574 0.078919 -4.335157 -0.051 0.038 -0.004 -2.157
C 1.607510 2.137145 -3.019637 -0.151 0.137 0.063 -1.994
C -2.061783 2.835242 -2.474358 0.322 -0.244 0.040 2.581
C -1.096200 3.985123 -2.174357 0.106 -0.020 -0.127 -2.073
C -3.087344 3.321337 -3.516757 0.062 -0.256 -0.227 -1.750
C -2.781882 2.468911 -1.166140 0.039 -0.150 -0.086 -2.106
H -4.130952 -1.093071 -3.415459 0.010 -0.043 -0.004 0.671
H -4.163834 0.655619 -3.299117 -0.039 -0.020 0.076 0.280
H -3.504605 -0.312539 -1.958224 -0.052 -0.005 -0.026 -0.144
H -2.959400 -1.085187 -5.502616 -0.023 -0.008 0.009 0.516
H -1.426738 -0.266346 -5.766308 -0.017 -0.006 0.018 0.350
H -2.908430 0.676294 -5.554181 -0.021 -0.014 -0.052 0.438
H -2.114287 -2.376244 -3.597507 -0.036 -0.012 0.013 0.524
H -1.420474 -1.602824 -2.165325 0.003 -0.038 -0.014 0.125
H -0.512694 -1.664935 -3.683226 -0.042 -0.058 0.018 0.374
H -0.103092 1.811450 -6.021911 0.023 0.021 -0.044 0.418
H 1.498528 2.457897 -5.658867 0.018 -0.026 -0.002 0.531
H 0.065033 3.289741 -5.062716 0.039 0.024 -0.027 0.366
H 0.583963 -0.457775 -5.059977 0.042 -0.049 0.044 0.479
H 1.342385 -0.540347 -3.447601 -0.006 -0.039 -0.046 0.316
H 2.175881 0.225681 -4.791144 0.004 0.053 -0.016 0.627
H 1.360822 3.184847 -2.861513 0.071 0.012 0.080 0.271
H 2.604680 2.085060 -3.463430 -0.012 0.012 -0.048 0.669
H 1.651744 1.646463 -2.048326 0.079 0.023 0.118 0.021
H -0.585658 4.332272 -3.074675 0.006 0.028 0.041 0.363
H -0.356801 3.708342 -1.425622 0.113 0.028 0.089 0.234
H -1.670203 4.826923 -1.779292 -0.031 -0.003 -0.024 0.640
H -2.604215 3.633919 -4.444687 -0.035 0.049 -0.024 0.431
H -3.606328 4.190659 -3.107663 0.034 0.031 0.025 0.486
H -3.845015 2.576857 -3.760340 0.002 0.034 -0.021 0.369
H -2.075531 2.094769 -0.420871 -0.057 0.027 0.070 0.349
H -3.569810 1.733978 -1.324732 0.002 0.023 0.030 0.380
H -3.250720 3.369747 -0.764541 0.033 0.040 0.000 0.611
C 4.858068 4.851192 -1.385259 -0.070 0.150 0.010 -1.241
N 3.890058 4.054053 -0.648994 0.156 0.123 -0.053 0.041
C 2.665805 4.451212 -0.294081 -0.019 -0.137 -0.250 0.549
N 2.260314 5.666794 -0.694569 0.221 0.192 -0.025 -0.355
S 1.630051 3.428667 0.555402 -0.474 -0.175 0.195 -0.303
H 5.724850 4.234869 -1.604796 -0.013 -0.008 -0.006 0.348
H 5.194891 5.717167 -0.810541 0.003 -0.016 0.018 0.392
H 4.433038 5.196138 -2.329655 0.032 -0.033 -0.009 0.404
H 4.184603 3.169746 -0.274538 -0.035 -0.056 0.088 -0.019
H 2.923637 6.358302 -1.010607 -0.043 -0.029 -0.022 0.191
H 1.384380 6.007136 -0.337875 -0.022 -0.056 0.046 0.270
```
Forces are in eV/Å.

Output
HOMO-LUMO gap	0.22829	Eh
DFT total energy	-151941.16795	eV
charge	+3
highest occupied orbital energy	-14.5	eV
LUMO energy	-8.29	eV

=====

It is found that the energy above the lowest of the compared OMol25 structures with the same formula, charge and spin values, taken in the order of the records, are 0.444, 0.992, 2.700 eV.